# 1
Here is a cluster of 3 separate species, C3H11NO2 in total from OMol25. Energies are from ωB97M-V/def2-TZVPD.

Values from the calculation:
* gap between HOMO and LUMO (alpha / beta): 3.30 / 6.39 eV
* net charge: -1
* 2S+1: 2
* max |F|: 0.94 eV Å⁻¹
* total energy: -326.04754 a.u.
* molar mass: 93.1 g mol⁻¹

Atoms and positions in Å:
C: -1.3602 0.0794 -2.2706
C: -0.9369 -0.8075 -1.2590
N: -1.1714 -0.4175 0.0825
C: -0.7744 -1.3490 1.1047
H: -2.2094 0.7631 -2.0719
H: -1.2456 -0.1253 -3.3239
H: -0.7934 -1.8795 -1.4648
H: -2.1201 -0.0714 0.2485
H: -1.4750 -1.2645 1.9255
H: -0.8627 -2.3890 0.7406
H: 0.2599 -1.1686 1.4017
H: 3.0249 0.5796 2.2038
H: 2.1034 0.8462 1.0070
O: 2.9492 0.4141 1.2580
H: 0.1268 0.9836 -0.0241
H: 0.8365 2.3055 -0.3199
O: 0.6215 1.7181 0.4167

---

# 2
Here is the molecule C6H10O from OMol25. Energies are from ωB97M-V/def2-TZVPD.

Values from the calculation:
* gap between HOMO and LUMO: 9.68 eV
* SMILES: C=C[C@@H](C)C(C)=O
* max |F|: 6.22 eV Å⁻¹
* total energy: -309.73164 a.u.
* molar mass: 98.1 g mol⁻¹

Atoms and positions in Å:
C: -1.5899 -1.5983 0.8884
C: -0.7553 -0.6129 0.6242
C: -0.4381 0.3816 -0.3681
C: -1.0246 1.7640 -0.1473
C: 1.1714 0.2648 0.2011
C: 1.9797 -0.6318 -0.7217
O: 1.6680 1.2290 0.7836
H: -2.5024 -1.7000 0.3066
H: -1.4634 -2.2540 1.7433
H: 0.4181 -0.7571 1.2017
H: -0.4882 0.0300 -1.3984
H: -1.9672 1.7574 0.4081
H: -1.2189 2.2517 -1.1065
H: -0.3511 2.4141 0.4172
H: 2.7488 -1.1316 -0.1295
H: 1.3672 -1.3912 -1.2099
H: 2.4460 -0.0157 -1.4928

---

# 3
Here is a cluster of 9 separate species, C30H85N7O9 in total from OMol25. Energies are from ωB97M-V/def2-TZVPD.

Values from the calculation:
* gap between HOMO and LUMO: 9.30 eV
* SMILES: COC[C@H](C)N.COC[C@H](C)N.COC[C@H](C)N.COC[C@H](C)N.COC[C@H](C)N.COC[C@H](C)N.COC[C@H](C)N.CO.CO
* max |F|: 3.58 eV Å⁻¹
* total energy: -2254.23200 a.u.
* molar mass: 688.0 g mol⁻¹

Atoms and positions in Å:
C: -3.2822 1.9361 2.9675
O: -4.3440 1.6765 2.0788
C: -3.8255 1.6395 0.7754
C: -4.7526 1.3693 -0.3604
C: -5.1473 -0.0859 -0.4628
N: -4.1481 1.7732 -1.6289
H: -2.9198 2.9538 2.8281
H: -2.3941 1.3205 2.8598
H: -3.6424 1.8762 3.9813
H: -3.4044 2.6549 0.5345
H: -3.1012 0.8477 0.7513
H: -5.7162 1.9462 -0.1793
H: -5.7205 -0.4498 0.3770
H: -4.1932 -0.5568 -0.4444
H: -5.6200 -0.4013 -1.4092
H: -4.5863 1.3135 -2.3876
H: -4.1740 2.8066 -1.6631
C: -4.8526 -1.3665 4.2050
O: -3.6033 -1.9525 4.2135
C: -3.0433 -2.0897 2.9626
C: -1.7137 -2.7077 3.0937
C: -1.7868 -4.1435 3.6305
N: -0.7422 -1.8476 3.7745
H: -5.6203 -1.9658 3.7133
H: -4.7616 -0.3157 3.8217
H: -5.1678 -1.2643 5.2480
H: -3.8111 -2.6859 2.3995
H: -2.9557 -1.1820 2.3571
H: -1.2469 -2.8012 2.1115
H: -2.5083 -4.7251 3.0688
H: -2.1918 -4.1596 4.6453
H: -0.7624 -4.5422 3.7388
H: -0.9120 -1.7362 4.7839
H: -0.4385 -1.0312 3.3227
C: 0.8374 5.6454 1.5997
O: 1.4260 4.5171 2.2529
C: 1.0824 3.2910 1.5386
C: 1.6292 2.0741 2.3481
C: 0.8264 1.7820 3.6936
N: 3.1162 2.3220 2.5858
H: 0.9284 5.4293 0.5355
H: 1.4010 6.5050 1.9333
H: -0.2614 5.7381 1.8658
H: 0.0029 3.1239 1.3938
H: 1.5205 3.3182 0.5262
H: 1.5655 1.1416 1.7713
H: 0.9436 0.7038 3.9789
H: -0.2432 2.0312 3.5945
H: 1.2608 2.3429 4.5164
H: 3.1966 3.2752 2.9127
H: 3.4508 1.6205 3.2189
C: 3.6863 -1.8096 -1.0272
O: 3.0364 -1.4556 0.2042
C: 3.0540 -2.4388 1.2477
C: 2.8685 -1.7543 2.6721
C: 4.2710 -1.3465 3.1210
N: 2.3030 -2.6736 3.6573
H: 3.7921 -0.8395 -1.6082
H: 3.1277 -2.4961 -1.6433
H: 4.6744 -2.3185 -0.8847
H: 2.2801 -3.1733 1.1146
H: 3.9418 -3.0195 1.2116
H: 2.2721 -0.9129 2.5611
H: 4.8512 -0.9773 2.2113
H: 4.8610 -2.1568 3.6060
H: 4.2692 -0.4454 3.7964
H: 2.7591 -2.6585 4.5625
H: 1.3342 -2.6125 3.7194
C: -1.2650 3.8392 -1.7370
O: 0.1830 3.9610 -1.7737
C: 0.6191 4.6437 -2.9168
C: 2.0960 4.6248 -2.9138
C: 2.6373 5.7089 -1.9426
N: 2.5523 4.7717 -4.3014
H: -1.7053 4.8377 -1.4643
H: -1.4053 3.0960 -0.9248
H: -1.6065 3.4007 -2.6501
H: 0.2954 4.1045 -3.8047
H: 0.3123 5.6877 -3.1082
H: 2.3662 3.6219 -2.4829
H: 2.2848 5.4921 -0.8959
H: 2.3286 6.7241 -2.2228
H: 3.7278 5.7062 -1.9732
H: 2.7815 5.7243 -4.6394
H: 3.4412 4.3369 -4.3667
C: 0.3115 1.2573 -3.5742
O: 0.9008 0.1705 -4.2782
C: 0.6964 -1.0451 -3.5615
C: 1.4576 -2.1155 -4.3144
C: 0.7345 -2.3298 -5.6647
N: 1.5199 -3.3308 -3.4371
H: -0.7506 1.0706 -3.4022
H: 0.5802 2.0803 -4.1864
H: 0.7749 1.4965 -2.5709
H: 1.2297 -0.9595 -2.6106
H: -0.3366 -1.2942 -3.3405
H: 2.4438 -1.7644 -4.5094
H: -0.2476 -2.7212 -5.5115
H: 1.3510 -2.9682 -6.3256
H: 0.6645 -1.3420 -6.0998
H: 0.6022 -3.7662 -3.4535
H: 2.1576 -3.9848 -3.9035
C: -0.5177 -6.0948 -2.6444
O: -1.2203 -4.9353 -2.3274
C: -1.7503 -4.8479 -1.0281
C: -1.6695 -3.4852 -0.4527
C: -2.4264 -2.4672 -1.3262
N: -0.2821 -3.0946 -0.2256
H: -1.1954 -6.9972 -2.6003
H: 0.2914 -6.3583 -2.0233
H: -0.2137 -5.9880 -3.6945
H: -2.7673 -5.2023 -1.1287
H: -1.1371 -5.4552 -0.3567
H: -2.1955 -3.5360 0.5160
H: -3.4560 -2.5876 -1.5002
H: -1.9415 -2.3890 -2.2941
H: -2.2940 -1.4572 -0.9290
H: 0.1717 -3.6521 0.4848
H: 0.2293 -3.1937 -1.0879
C: 4.6422 1.6388 -0.3931
O: 3.2740 1.4835 -0.7963
H: 5.1830 1.4146 -1.3130
H: 4.8857 2.6270 0.0499
H: 5.0418 0.8380 0.2455
H: 2.8170 0.8527 -0.1623
C: -0.0723 0.3451 0.0385
O: 0.0901 -0.4998 1.2001
H: 0.8975 0.4495 -0.5406
H: -0.8782 0.0578 -0.7092
H: -0.3317 1.3500 0.4707
H: 0.1171 -1.4266 0.8942

---

# 4
Here is a structure of composition C25H27N6OPdS from OMol25. Energies are from ωB97M-V/def2-TZVPD.

Values from the calculation:
* gap between HOMO and LUMO (alpha / beta): 8.03 / 6.29 eV
* net charge: +1
* 2S+1: 3
* max |F|: 0.73 eV Å⁻¹
* total energy: -1898.53021 a.u.
* molar mass: 566.0 g mol⁻¹

Atoms and positions in Å:
Pd: 0.6814 -0.9534 -1.7752
N: -0.6372 -3.1446 0.8032
C: 0.2647 -2.2312 1.2936
C: 0.5058 -2.2377 2.6806
C: 1.4242 -1.3592 3.2064
C: 2.0790 -0.4741 2.3500
C: 1.7683 -0.5157 1.0074
N: 0.8852 -1.3742 0.4877
C: -1.0032 -3.5101 -0.4745
C: -1.8257 -4.6423 -0.6025
C: -2.2196 -5.0538 -1.8554
C: -1.7974 -4.3232 -2.9633
C: -0.9981 -3.2187 -2.7562
N: -0.6014 -2.8214 -1.5406
H: -1.0505 -3.7288 1.5180
H: -0.0217 -2.9343 3.3138
H: 1.6373 -1.3614 4.2654
H: 2.8083 0.2240 2.7262
H: 2.2360 0.1613 0.2937
H: -2.1279 -5.1856 0.2795
H: -2.8366 -5.9318 -1.9731
H: -2.0762 -4.6144 -3.9623
H: -0.6471 -2.6139 -3.5898
S: 1.3674 -0.6353 -4.0472
C: 2.9825 -0.8853 -3.4464
C: 4.1002 -0.9719 -4.2740
C: 5.3370 -1.1505 -3.6842
C: 5.4227 -1.2259 -2.2992
C: 4.2596 -1.1304 -1.5532
N: 3.0655 -0.9692 -2.1088
H: 3.9848 -0.8999 -5.3437
H: 6.2260 -1.2265 -4.2919
H: 6.3721 -1.3594 -1.8081
H: 4.2875 -1.1794 -0.4722
C: -1.0837 1.1869 3.0416
C: -0.3455 2.4162 2.5064
N: -1.2316 3.4528 2.0299
C: -1.5871 4.4953 2.9953
C: -2.9611 4.2850 3.6211
C: -1.8180 3.5889 0.8165
O: -2.5575 4.5380 0.6093
C: -1.6115 2.6336 -0.3435
C: -2.2070 3.0798 -1.5305
C: -2.1756 2.3013 -2.6697
C: -1.5189 1.0831 -2.6190
N: -0.9294 0.6522 -1.5056
C: -0.9869 1.3915 -0.3964
H: -0.3634 0.4820 3.4478
H: -1.6630 0.6948 2.2632
H: -1.7628 1.4736 3.8385
H: 0.3687 2.1432 1.7259
H: 0.2411 2.8483 3.3223
H: -1.5895 5.4506 2.4634
H: -0.8156 4.5223 3.7668
H: -3.7238 4.2951 2.8483
H: -3.1624 5.0937 4.3164
H: -3.0148 3.3451 4.1634
H: -2.7024 4.0397 -1.5158
H: -2.6533 2.6285 -3.5791
H: -1.4704 0.4280 -3.4832
H: -0.5292 0.9314 0.4658

---

# 5
Here is the ion C7H9N2O3 with charge -1 from OMol25. Energies are from ωB97M-V/def2-TZVPD.

Values from the calculation:
* gap between HOMO and LUMO (alpha / beta): 5.20 / 5.95 eV
* net charge: -1
* 2S+1: 3
* max |F|: 4.16 eV Å⁻¹
* total energy: -607.06522 a.u.
* molar mass: 169.2 g mol⁻¹

Atoms and positions in Å:
C: -1.4674 2.1386 -0.4541
C: -1.4798 0.9342 -1.2139
C: -0.4609 2.2359 0.4484
C: -0.6374 -0.1085 -0.9419
C: 0.2889 -0.0104 0.0948
C: -0.8616 -1.3413 -1.7461
C: 1.8588 -0.9602 1.6982
N: 0.3768 1.2649 0.7230
N: 0.8842 -1.2587 0.6379
O: 1.4464 1.5551 1.4120
O: 1.2816 -2.1255 -0.2122
O: -0.3242 -1.5091 1.2432
H: -1.9403 2.9500 -0.8710
H: -2.2538 0.6641 -1.9554
H: -0.3342 3.1344 1.0709
H: -1.3957 -2.0520 -1.1211
H: 0.1374 -1.7699 -1.8097
H: -1.5596 -1.1384 -2.6843
H: 1.5010 -0.1684 2.3642
H: 2.8602 -0.5178 1.2572
H: 2.0795 -1.9169 2.0599

---

# 6
Here is a structure of composition C32H39AsBF4N3P2S4Ti from OMol25. Energies are from ωB97M-V/def2-TZVPD.

Values from the calculation:
* gap between HOMO and LUMO (alpha / beta): 5.35 / 5.76 eV
* net charge: -2
* 2S+1: 3
* max |F|: 1.70 eV Å⁻¹
* total energy: -7192.39969 a.u.
* molar mass: 865.5 g mol⁻¹

Atoms and positions in Å:
Ti: -0.2384 0.3216 0.8168
S: -4.2176 1.9200 2.2387
As: -2.1994 1.4469 2.7040
S: -0.8892 3.2478 1.9786
S: 0.8571 0.5028 2.8691
S: -1.4447 3.2325 3.9905
C: 2.9184 -3.2395 -0.4096
C: 1.7283 -3.5764 -1.3130
P: 0.5737 -2.1314 -1.5092
C: -0.6854 -2.9816 -2.5498
C: -1.4851 -3.9092 -1.8767
C: -2.5766 -4.5002 -2.4977
C: -2.9047 -4.1463 -3.8012
C: -2.1356 -3.2053 -4.4678
C: -1.0336 -2.6247 -3.8489
C: 1.6886 -1.2202 -2.6562
C: 2.1441 0.0322 -2.2585
C: 3.1023 0.7123 -2.9967
C: 3.6052 0.1504 -4.1599
C: 3.1370 -1.0859 -4.5853
C: 2.1901 -1.7666 -3.8348
C: 2.4528 -3.0601 1.0340
P: 1.6608 -1.3480 1.5275
C: 0.8722 -2.2822 2.9497
C: 1.5842 -2.7914 4.0324
C: 0.9476 -3.5107 5.0379
C: -0.4135 -3.7669 4.9659
C: -1.1346 -3.2852 3.8761
C: -0.4979 -2.5555 2.8859
C: 3.3361 -0.4957 1.6587
C: 3.4686 0.8090 1.1668
C: 4.6831 1.4703 1.1773
C: 5.8162 0.8606 1.7142
C: 5.7056 -0.4188 2.2228
C: 4.4825 -1.0907 2.1780
H: 3.4052 -2.3253 -0.7690
H: 3.6590 -4.0433 -0.4823
H: 1.1786 -4.4224 -0.8914
H: 2.0623 -3.8618 -2.3120
H: -1.2618 -4.1494 -0.8407
H: -3.1798 -5.2217 -1.9590
H: -3.7664 -4.5922 -4.2847
H: -2.4015 -2.9019 -5.4732
H: -0.4659 -1.8644 -4.3706
H: 1.7186 0.4900 -1.3717
H: 3.4438 1.6857 -2.6671
H: 4.3543 0.6774 -4.7393
H: 3.5067 -1.5200 -5.5072
H: 1.8186 -2.7220 -4.1895
H: 3.2681 -3.2593 1.7269
H: 1.6869 -3.8110 1.2472
H: 2.6496 -2.5967 4.1076
H: 1.5211 -3.8807 5.8815
H: -0.9066 -4.3420 5.7412
H: -2.1977 -3.4836 3.7981
H: -1.0726 -2.1603 2.0551
H: 2.5870 1.3237 0.8119
H: 4.7442 2.4775 0.7815
H: 6.7638 1.3867 1.7394
H: 6.5700 -0.9096 2.6572
H: 4.4434 -2.0948 2.5767
C: -4.9793 0.3928 -0.7867
N: -3.5308 0.2975 -0.8742
C: -2.9848 -0.9373 -0.3573
C: -2.7518 1.4057 -0.9030
N: -1.5546 1.3967 -0.3727
N: -3.2852 2.5095 -1.5017
C: -2.6656 3.7989 -1.2710
C: -4.0148 2.4029 -2.7554
H: -5.3093 -0.0857 0.1369
H: -5.4517 -0.0980 -1.6440
H: -5.2855 1.4325 -0.7304
H: -3.5641 -1.7725 -0.7545
H: -3.0288 -0.9602 0.7385
H: -1.9600 -1.0642 -0.7026
H: -1.0190 2.1954 -0.7018
H: -1.7831 3.9450 -1.9055
H: -2.3974 3.8990 -0.2195
H: -3.3991 4.5717 -1.5092
H: -4.1576 1.3633 -3.0291
H: -3.4323 2.8654 -3.5544
H: -4.9862 2.9043 -2.6780
F: -0.8291 0.0404 -2.6563
B: -0.9433 0.8113 -3.8467
F: -2.2115 0.5669 -4.4204
F: -0.8156 2.1781 -3.5129
F: 0.0554 0.4392 -4.7620

---

# 7
Here is a cluster of 2 separate species, C2H2F3NO in total from OMol25. Energies are from ωB97M-V/def2-TZVPD.

Values from the calculation:
* gap between HOMO and LUMO (alpha / beta): 9.77 / 9.61 eV
* max |F|: 5.48 eV Å⁻¹
* total energy: -506.79449 a.u.
* molar mass: 113.0 g mol⁻¹

Atoms and positions in Å:
C: 1.2673 1.0297 0.1583
C: -1.3346 -0.8877 -0.2171
N: 1.2231 -0.3082 -0.3004
O: 1.4574 0.0381 0.9784
F: -1.7067 -0.7644 1.0232
F: -2.1188 -0.1556 -1.0252
F: -1.2912 -2.1170 -0.6295
H: 2.1174 1.5697 -0.0826
H: 0.3861 1.5954 0.0949

---

# 8
Here is a cluster of 2 separate species, C8H10NPS in total from OMol25. Energies are from ωB97M-V/def2-TZVPD.

Values from the calculation:
* gap between HOMO and LUMO (alpha / beta): 5.97 / 5.93 eV
* max |F|: 3.71 eV Å⁻¹
* total energy: -1105.04506 a.u.
* molar mass: 183.2 g mol⁻¹

Atoms and positions in Å:
C: 2.0783 -2.1837 0.3316
C: 1.6381 -1.8281 1.5654
C: 1.9259 -1.3243 -0.7238
C: 0.9422 -0.6323 1.7786
C: 1.4069 -0.0613 -0.4700
C: 0.8538 0.2358 0.7485
C: 1.1337 0.9087 -1.6250
C: -4.1313 0.9306 -0.4315
N: 0.2813 1.4863 0.6900
P: 0.4344 2.4174 -0.6443
S: -2.3280 1.3597 -0.3180
H: 2.5891 -3.1149 0.0204
H: 1.7203 -2.4496 2.4294
H: 2.2821 -1.5561 -1.6951
H: 0.5352 -0.3573 2.6780
H: 1.9578 1.1090 -2.3659
H: 0.2184 0.6560 -2.0413
H: -4.7476 1.7259 -1.0090
H: -4.4794 0.8257 0.6714
H: -4.1307 -0.0176 -1.0423
H: -0.1805 1.8700 1.4528

---

# 9
Here is a structure of composition C7H14O2Si from OMol25. Energies are from ωB97M-V/def2-TZVPD.

Values from the calculation:
* gap between HOMO and LUMO: 9.84 eV
* max |F|: 4.81 eV Å⁻¹
* total energy: -715.01654 a.u.
* molar mass: 158.3 g mol⁻¹

Atoms and positions in Å:
C: -2.5335 -1.6659 -0.7098
C: -1.4017 -1.2156 -1.1476
C: -0.8798 -0.1090 2.4789
C: 0.6183 0.0032 2.6744
C: 0.0003 0.7761 1.5640
C: 2.7529 -1.0077 -0.9971
C: -0.2837 2.2459 -1.8487
O: 1.7300 -0.5716 -0.0860
O: 0.4859 1.2695 -1.2881
Si: 0.2995 0.0959 -0.1665
H: -3.4120 -2.0613 -1.3626
H: -2.9497 -1.4853 0.2908
H: -1.0415 -1.3654 -2.1749
H: -1.0476 -1.0196 1.8024
H: -1.7087 0.3758 3.0239
H: 1.0001 0.4838 3.6219
H: 1.1101 -0.9419 2.5016
H: -0.1223 1.8147 1.5727
H: 3.5486 -1.4625 -0.3897
H: 3.0793 -0.0339 -1.5248
H: 2.4769 -1.8594 -1.6981
H: -0.1636 2.3328 -2.8979
H: -0.1819 3.3019 -1.3694
H: -1.3759 2.0992 -1.8694

---

# 10
Here is the molecule C6H11F from OMol25. Energies are from ωB97M-V/def2-TZVPD.

Values from the calculation:
* gap between HOMO and LUMO: 11.19 eV
* SMILES: CC(C)C1(F)CC1
* max |F|: 2.78 eV Å⁻¹
* total energy: -335.02439 a.u.
* molar mass: 102.2 g mol⁻¹

Atoms and positions in Å:
C: 1.2533 1.2593 0.4449
C: 0.6745 -0.0015 -0.3172
C: 1.5149 -1.2346 -0.1586
C: -0.7314 -0.2277 0.2113
F: -0.7386 -0.8400 1.5378
C: -1.8031 0.7913 0.0274
C: -1.8684 -0.6123 -0.5480
H: 0.8157 2.1064 -0.0176
H: 2.3365 1.3662 0.2817
H: 1.1507 1.2135 1.5610
H: 0.6029 0.2717 -1.3494
H: 2.5919 -1.1745 -0.4877
H: 0.9842 -2.0095 -0.8117
H: 1.4785 -1.6740 0.8444
H: -1.7862 1.6491 -0.6416
H: -2.1408 1.1226 1.0360
H: -2.5330 -1.2889 -0.0134
H: -1.8015 -0.7171 -1.5994

---

# 11
Here is the molecule C16H26N2O from OMol25. Energies are from ωB97M-V/def2-TZVPD.

Values from the calculation:
* gap between HOMO and LUMO: 9.71 eV
* SMILES: CCC(C#CCN1CCCCC1)(CC)OCCC#N
* max |F|: 0.78 eV Å⁻¹
* total energy: -809.94425 a.u.
* molar mass: 262.4 g mol⁻¹

Atoms and positions in Å:
C: -3.3281 -2.7163 -0.9712
C: -3.2042 -1.1979 -0.9462
C: -2.1904 -0.6685 0.0920
C: -0.8576 -1.1888 -0.2087
C: 0.2457 -1.5724 -0.4861
C: 1.6351 -1.9348 -0.7400
N: 2.5793 -0.8768 -0.4190
C: 2.4089 0.3003 -1.2493
C: 3.5692 1.2653 -1.0265
C: 3.6367 1.6687 0.4422
C: 3.7369 0.4097 1.2961
C: 2.5689 -0.5221 0.9887
C: -2.5908 -1.0575 1.5270
C: -1.6297 -0.4952 2.5675
O: -2.1765 0.7641 0.0858
C: -1.7238 1.3986 -1.0818
C: -1.0860 2.7374 -0.6818
C: -2.0756 3.6412 -0.1521
N: -2.8637 4.3613 0.2548
H: -3.9385 -3.0207 -1.8184
H: -3.7981 -3.0901 -0.0657
H: -2.3461 -3.1746 -1.0703
H: -2.8864 -0.8573 -1.9352
H: -4.1733 -0.7434 -0.7287
H: 1.8926 -2.8146 -0.1400
H: 1.7580 -2.1922 -1.7980
H: 2.3863 -0.0173 -2.2960
H: 1.4562 0.8167 -1.0284
H: 4.4987 0.7679 -1.3078
H: 3.4415 2.1432 -1.6627
H: 4.4957 2.3182 0.6188
H: 2.7342 2.2230 0.7131
H: 3.7308 0.6629 2.3575
H: 4.6702 -0.1081 1.0692
H: 2.6633 -1.4411 1.5741
H: 1.6212 -0.0309 1.2756
H: -2.6123 -2.1449 1.6013
H: -3.5935 -0.6684 1.7093
H: -1.9543 -0.7772 3.5662
H: -1.6038 0.5890 2.5021
H: -0.6254 -0.8820 2.4057
H: -2.5581 1.5821 -1.7762
H: -0.9688 0.7828 -1.5918
H: -0.6148 3.2001 -1.5529
H: -0.3297 2.5607 0.0880